{"formula": "C25H19BCoF10N4O6S2", "method": "ωB97M-V with the def2-TZVPD basis set", "de_lowest_kj_mol": 14.1, "fmax_ha_per_bohr": 0.0272, "homo_ha": [-0.343, -0.343], "multiplicity": 4, "e_lumo_ev": [-1.425, -1.450], "species": ["C", "C", "H", "H", "C", "O", "H", "H", "H", "C", "C", "H", "S", "F", "O", "C", "F", "C", "C", "O", "C", "C", "H", "C", "S", "H", "F", "C", "C", "N", "H", "C", "H", "C", "C", "O", "H", "N", "B", "H", "F", "H", "F", "H", "H", "H", "C", "H", "N", "C", "C", "C", "C", "O", "C", "C", "N", "F", "F", "F", "F", "H", "F", "Co", "C", "O", "C", "H"], "xyz": [[1.88974, -2.96365, 2.08546], [-3.95132, -1.49996, 0.63240], [0.39974, -0.70068, -5.60676], [-3.07682, 1.76926, -2.23121], [-3.69702, 0.01504, -1.20843], [-1.91315, -0.03637, -4.30843], [-2.13023, -1.22916, -0.44161], [5.27625, 0.63614, 0.72837], [3.70177, 1.28625, 3.47656], [0.77662, 3.48321, 2.28851], [-5.04211, 0.35691, -1.10866], [0.97855, 2.49133, 0.40070], [1.69177, -1.63373, 3.40738], [0.77589, -3.86149, -1.80744], [0.88795, -2.16780, 4.45231], [-2.87693, 0.68720, -2.27944], [3.09529, -3.53152, 2.17767], [2.40117, -0.34746, -4.86324], [3.14638, 0.02573, -3.75218], [-1.04058, -1.88009, 2.04840], [2.42838, 1.79936, 1.83856], [-1.01927, 0.15280, -3.35937], [2.89980, -0.63617, -5.77557], [-5.83451, -0.22616, -0.13814], [-0.49420, -0.57790, 2.17179], [4.61745, 2.27401, 0.45744], [-0.37883, -2.51491, -3.19578], [-3.16043, -0.92994, -0.35143], [1.26522, 3.62665, 3.57505], [-1.43203, 0.51843, -2.19657], [4.22483, 0.05488, -3.77306], [-1.50082, 0.33134, 3.49057], [0.80005, 4.32373, 4.25617], [-5.28504, -1.14788, 0.74087], [0.41428, 0.04795, -3.60895], [3.02703, -1.21634, 3.70087], [-3.50338, -2.21413, 1.30435], [0.98303, -0.45471, 2.60458], [-0.26775, -3.02454, -1.92274], [-0.06877, 4.06856, 1.96035], [1.82548, -2.38356, 0.88267], [-5.46028, 1.07589, -1.79964], [-2.23754, -0.50399, 4.20830], [3.16003, -0.14879, 1.52746], [-3.68064, -0.86067, -3.63905], [-3.79572, 0.79310, -4.31250], [2.46436, 0.34824, -2.58446], [2.72764, 2.96741, 4.98924], [2.27625, 0.48961, -0.24222], [3.03850, 0.59759, -1.27059], [1.36884, 2.58716, 1.41379], [1.01371, -0.36547, -4.78909], [2.33949, 2.85767, 3.99018], [-0.70403, 0.33575, 1.03790], [4.43211, 1.20139, 0.33408], [-3.19736, 0.12150, -3.69413], [1.12750, 0.39684, -2.53454], [0.97959, -3.91108, 2.17633], [0.08210, -1.77789, -1.07942], [-2.32131, 1.22151, 2.92661], [-0.69765, 1.00065, 4.31385], [-6.87695, 0.04614, -0.06500], [-1.43921, -3.49618, -1.46771], [0.18983, 0.20591, -0.70174], [2.91022, 1.93401, 3.13488], [4.30543, 0.93255, -1.07073], [3.06533, 0.77067, 0.93987], [-5.90375, -1.59014, 1.50631]], "atomic_forces_ev_per_a": [[0.32, -0.06, -0.06], [-0.02, -0.04, -0.01], [-0.07, -0.01, -0.14], [0.00, -0.22, -0.08], [0.14, 0.10, 0.03], [0.68, -0.06, -0.63], [0.05, -0.12, -0.01], [-0.09, 0.01, -0.11], [0.11, -0.08, 0.08], [-0.04, 0.10, -0.04], [0.14, -0.05, 0.01], [0.10, 0.08, 0.18], [0.15, -0.34, 0.18], [0.80, -0.58, 0.23], [-0.27, -0.30, 0.17], [-0.54, 0.12, -0.27], [0.00, 0.09, 0.27], [-0.24, 0.06, 0.17], [-0.11, 0.15, 0.30], [-0.31, -0.49, -0.08], [0.12, 0.16, -0.18], [-0.73, 0.38, 1.10], [0.03, -0.04, -0.05], [-0.05, 0.03, -0.05], [-0.45, 0.65, 0.73], [-0.03, -0.19, -0.05], [-0.14, 0.42, -1.01], [-0.04, 0.09, -0.09], [-0.09, 0.03, -0.03], [0.54, -0.26, -0.10], [0.06, -0.07, 0.02], [-0.14, 0.41, 0.20], [-0.02, 0.06, 0.04], [-0.04, -0.01, 0.05], [0.91, 0.03, -0.02], [0.27, 0.14, -0.23], [-0.01, -0.11, 0.09], [-0.12, -0.13, -0.13], [0.24, 0.65, 0.12], [-0.09, 0.08, -0.02], [-0.07, -0.05, -0.05], [-0.09, 0.15, -0.01], [0.17, -0.28, -0.18], [0.12, 0.14, -0.20], [0.17, 0.16, 0.00], [0.12, -0.10, 0.07], [-0.45, -0.07, -0.98], [0.02, -0.02, 0.19], [-0.12, 0.15, -0.76], [-0.28, 0.02, 1.37], [0.10, -0.02, -0.11], [0.08, 0.17, 0.13], [0.11, -0.03, 0.03], [-0.05, 0.15, -0.02], [0.01, 0.26, 0.89], [-0.68, 0.06, 0.37], [0.46, -0.59, -0.95], [-0.14, 0.08, 0.05], [0.01, -0.03, 0.16], [0.04, -0.16, -0.22], [0.18, -0.16, -0.08], [-0.09, 0.00, 0.03], [-0.85, -0.26, 0.51], [0.00, -0.21, -0.25], [-0.06, 0.19, -0.17], [-0.08, -0.26, -0.95], [0.37, 0.06, 0.48], [-0.04, -0.06, 0.09]], "lowdin_spin": [0.000, 0.000, 0.000, 0.000, 0.000, 0.001, 0.000, 0.000, 0.000, 0.000, 0.000, 0.002, 0.000, 0.001, 0.000, 0.003, 0.000, 0.000, 0.002, 0.001, 0.000, 0.003, 0.000, 0.000, 0.007, 0.000, 0.000, 0.000, 0.000, 0.035, 0.000, 0.002, 0.000, 0.000, 0.003, 0.000, 0.000, 0.001, 0.002, 0.000, 0.000, 0.000, 0.001, 0.000, 0.000, 0.000, 0.003, 0.000, 0.038, 0.005, 0.003, 0.002, 0.000, 0.036, 0.002, 0.002, 0.031, 0.000, 0.036, 0.000, 0.000, 0.000, 0.001, 2.768, 0.000, 0.002, 0.004, 0.000]}